Below is the ion C5H7N2 with charge +1, with properties calculated with the ωB97M-V functional and the def2-TZVPD basis.

The geometry in ORCA input format:
```
! wB97M-V def2-TZVPD RIJCOSX def2/J DEFGRID3
* xyz 1 1
N -1.39000 1.13122 0.00151
N -0.10086 -1.19978 0.42488
C 0.62749 -0.17722 0.29634
C -0.01758 1.21789 0.26604
C -1.64745 -1.11087 0.08237
C 1.96710 -0.39824 -0.08023
C -2.04970 0.13211 -0.43648
H 2.17199 -1.40873 -0.32235
H 0.29458 1.51605 -0.77246
H 0.18053 1.98538 1.04940
H 2.81041 -0.22684 0.68234
H -2.17036 -2.05588 0.55451
H 2.26428 0.32413 -0.88091
H -2.94044 0.27080 -0.86497
*
```

Results
Electronic energy ... -303.8152 hartree
HOMO (spin up / spin down) ... -15.301 / -15.301 eV
SMILES ... CC1=[N+]=CC=NC1
LUMO (spin up / spin down) ... -7.0073 / -7.0081 eV
Kohn-Sham gap (spin up / spin down) ... 8.294 / 8.293 eV
Relative energy (zero: lowest compared OMol25 entry of this formula, charge and spin) ... 127.9 kcal per mole